The following is a DFT calculation (ωB97M-V/def2-TZVPD) of the molecule C20H26NO4P.

ORCA input file:
```
! wB97M-V def2-TZVPD RIJCOSX def2/J DEFGRID3
* xyz 0 1
C -2.124 -0.606 5.821
C -3.276 0.198 5.223
O -2.838 1.186 4.312
C -2.424 0.824 3.067
C -1.907 1.855 2.283
C -1.446 1.613 1.005
C -1.488 0.331 0.472
C -2.032 -0.689 1.244
C -2.495 -0.457 2.525
H -2.906 -1.282 3.084
H -2.075 -1.687 0.831
C -0.938 -0.047 -0.873
N -0.426 1.041 -1.638
C 0.099 0.812 -2.906
C 0.839 1.828 -3.513
C 1.330 1.677 -4.792
C 1.107 0.508 -5.511
C 0.378 -0.502 -4.901
C -0.123 -0.362 -3.619
H -0.669 -1.182 -3.180
H 0.199 -1.426 -5.432
C 1.639 0.358 -6.905
H 1.524 -0.664 -7.256
H 2.694 0.626 -6.945
H 1.103 1.018 -7.588
H 1.902 2.477 -5.241
H 1.029 2.743 -2.967
H 0.136 1.691 -1.105
H -1.736 -0.536 -1.447
H -1.067 2.440 0.424
H -1.876 2.849 2.703
H -3.779 0.765 6.011
H -4.013 -0.465 4.753
H -1.416 0.067 6.299
H -1.600 -1.168 5.052
H -2.509 -1.299 6.563
P 0.315 -1.431 -0.593
O -0.059 -2.767 -1.045
O 0.719 -1.471 0.970
C 1.589 -0.439 1.422
C 1.598 -0.474 2.942
H 2.292 0.268 3.327
H 0.601 -0.260 3.317
H 1.897 -1.461 3.284
C 2.985 -0.641 0.809
C 2.844 -1.263 -0.587
H 2.793 -2.355 -0.507
H 3.683 -0.994 -1.233
O 1.675 -0.791 -1.233
H 3.487 0.325 0.749
H 3.577 -1.308 1.435
H 1.188 0.528 1.090
*
```

## Properties
- SMILES: CCOc1ccc([C@@H](Nc2ccc(C)cc2)[P@@]2(=O)OCC[C@H](C)O2)cc1
- ΔE to the lowest compared entry with this formula, charge and spin: 0.224 eV
- Gap between HOMO and LUMO: 8.420 eV
- HOMO level: -7.719 eV

***

The following is a DFT calculation (ωB97M-V/def2-TZVPD) of the molecule C20H26NO5P.

ORCA input file:
```
! wB97M-V def2-TZVPD RIJCOSX def2/J DEFGRID3
* xyz 0 1
C -0.684 -3.894 -0.070
C -1.299 -2.995 -1.130
C -2.728 -2.602 -0.774
H -3.340 -3.493 -0.655
H -2.732 -2.032 0.151
H -3.153 -1.982 -1.559
H -1.290 -3.511 -2.100
O -0.522 -1.818 -1.363
P 0.296 -0.981 -0.278
O 1.435 -1.649 0.364
O -0.840 -0.500 0.753
C -0.506 -0.059 2.074
C -1.665 0.806 2.555
H -2.572 0.208 2.609
H -1.443 1.206 3.540
H -1.838 1.626 1.863
C -0.279 -1.255 2.990
H -0.028 -0.911 3.990
H -1.179 -1.864 3.041
H 0.539 -1.857 2.604
H 0.414 0.533 2.026
H 0.359 -4.088 -0.307
H -0.728 -3.402 0.898
H -1.225 -4.836 -0.022
C 0.747 0.477 -1.387
N 0.202 1.731 -0.955
C -1.158 1.964 -0.902
C -2.090 1.171 -1.572
C -3.433 1.492 -1.530
C -3.880 2.602 -0.834
C -2.960 3.400 -0.173
C -1.617 3.085 -0.202
H -0.901 3.707 0.319
H -3.293 4.269 0.376
H -4.932 2.843 -0.805
H -4.144 0.862 -2.048
H -1.769 0.297 -2.114
H 0.723 2.159 -0.203
C 2.239 0.506 -1.389
C 2.920 0.823 -0.237
C 4.307 0.764 -0.145
C 5.079 0.401 -1.222
C 4.403 0.086 -2.399
C 3.024 0.128 -2.480
H 2.533 -0.143 -3.401
H 4.975 -0.210 -3.265
H 6.152 0.354 -1.150
O 4.692 1.112 1.123
C 3.499 1.277 1.853
O 2.399 1.241 0.966
H 3.400 0.463 2.592
H 3.515 2.246 2.373
H 0.379 0.241 -2.389
*
```

## Properties
- SMILES: CC(C)OP(=O)(OC(C)C)[C@@H](Nc1ccccc1)c1cccc2c1OCO2
- ΔE to the lowest compared entry with this formula, charge and spin: 1.523 eV
- Gap between HOMO and LUMO: 8.531 eV
- HOMO level: -7.807 eV

***

The following is a DFT calculation (ωB97M-V/def2-TZVPD) of a structure of composition C20H27As2CoNO15.

ORCA input file:
```
! wB97M-V def2-TZVPD RIJCOSX def2/J DEFGRID3
* xyz 1 5
Co 0.796 2.498 -0.358
O -0.067 2.014 -2.190
C -1.426 2.382 -2.468
C -1.566 3.888 -2.569
N -1.464 4.634 -1.312
C -0.265 5.464 -1.114
C 1.727 4.773 0.349
O 1.954 5.898 0.686
O 2.086 3.613 0.683
C -2.374 4.477 -0.311
C -1.916 3.274 0.907
O -2.661 3.356 1.829
O -0.977 2.533 0.564
H 0.044 1.055 -2.362
H -1.704 1.968 -3.436
H -2.084 1.967 -1.706
H -0.813 4.275 -3.254
H -2.550 4.094 -2.994
H -0.019 5.923 -2.072
H 0.316 6.660 0.244
H -2.478 5.356 0.314
H -3.322 4.082 -0.666
O 0.780 4.558 -0.795
O -0.539 6.355 -0.124
C -2.732 -0.502 4.367
O -2.000 -0.424 3.120
C -0.813 -1.046 3.087
O -0.336 -1.662 3.994
C -0.144 -0.697 1.761
C 1.180 -0.896 1.615
As 1.468 -2.820 1.901
C 3.377 -3.161 1.663
C 0.900 -2.848 -0.072
C -0.059 -2.118 -0.654
As -1.157 -0.576 0.087
C -2.698 -1.673 0.577
C -0.291 -2.103 -2.157
O -0.218 -1.054 -2.749
O -0.634 -3.190 -2.838
C -0.962 -4.437 -2.201
C 1.843 -3.671 -0.908
O 2.558 -3.146 -1.717
O 1.963 -4.983 -0.663
C 1.091 -5.655 0.262
C 1.943 -0.218 0.522
O 1.493 0.640 -0.245
O 3.184 -0.579 0.446
C 4.006 -0.006 -0.609
H -3.782 -0.547 4.095
H -2.529 0.399 4.941
H -2.437 -1.380 4.929
H 3.917 -2.456 2.291
H 3.717 -3.068 0.637
H 3.559 -4.170 2.030
H -2.441 -2.491 1.248
H -3.081 -2.077 -0.361
H -3.462 -1.049 1.033
H -0.079 -5.070 -2.155
H -1.705 -4.901 -2.840
H -1.380 -4.280 -1.209
H 0.872 -6.627 -0.170
H 0.164 -5.107 0.413
H 1.603 -5.790 1.211
H 4.972 -0.479 -0.491
H 4.080 1.069 -0.468
H 3.569 -0.251 -1.572
*
```

## Properties
- Gap between HOMO and LUMO (spin up / spin down): 7.513 / 5.911 eV
- HOMO level (spin up / spin down): -11.568 / -11.568 eV

***

The following is a DFT calculation (ωB97M-V/def2-TZVPD) of a structure of composition C20H27B2BrF4FeN6O5S.

ORCA input file:
```
! wB97M-V def2-TZVPD RIJCOSX def2/J DEFGRID3
* xyz 0 5
Fe 1.546 -0.889 0.649
C 4.120 -4.376 0.657
C 2.986 -3.410 0.677
N 3.119 -2.164 0.416
O 4.339 -1.685 0.077
B 4.279 -0.257 -0.347
F 3.430 0.397 0.608
F 5.529 0.250 -0.401
O 3.594 -0.108 -1.641
N 2.263 -0.350 -1.443
C 1.498 -0.195 -2.451
C 1.995 0.243 -3.787
C 0.071 -0.502 -2.181
N -0.090 -1.138 -1.089
O -1.366 -1.449 -0.736
B -1.479 -2.890 -0.336
F -2.757 -3.078 0.113
F -1.137 -3.679 -1.429
O -0.571 -3.268 0.813
N 0.730 -3.005 0.572
C 1.602 -3.847 0.983
C 1.309 -5.121 1.694
C -1.019 -0.112 -3.123
H 5.013 -3.909 0.257
H 3.862 -5.251 0.060
H 4.320 -4.713 1.676
H 2.947 -0.238 -3.999
H 2.177 1.320 -3.781
H 1.280 0.012 -4.574
H 0.246 -5.332 1.633
H 1.590 -5.017 2.744
H 1.873 -5.953 1.275
H -0.865 0.905 -3.485
H -1.977 -0.190 -2.618
H -1.035 -0.779 -3.988
C -2.856 4.532 -0.088
C -2.140 3.726 -1.161
N -0.730 3.473 -0.849
C 0.287 4.360 -1.405
C 0.616 5.558 -0.524
C -0.422 2.520 0.028
S 1.236 2.308 0.491
N -1.408 1.816 0.562
C -1.154 0.693 1.230
O -0.053 0.076 1.225
C -2.264 0.126 2.022
C -2.055 -1.026 2.773
C -3.092 -1.561 3.517
C -4.334 -0.945 3.520
C -4.543 0.214 2.781
C -3.512 0.749 2.032
H -3.904 4.654 -0.360
H -2.418 5.523 0.029
H -2.807 4.014 0.867
H -2.152 4.253 -2.115
H -2.631 2.763 -1.297
H -0.080 4.694 -2.375
H 1.188 3.768 -1.586
H -0.255 6.198 -0.386
H 1.402 6.150 -0.992
H 0.969 5.241 0.456
H -1.086 -1.502 2.761
H -2.932 -2.467 4.084
H -5.146 -1.370 4.096
H -5.512 0.693 2.787
H -3.663 1.644 1.445
Br 2.030 -1.094 2.936
*
```

## Properties
- ΔE to the lowest compared entry with this formula, charge and spin: 0.216 eV
- Gap between HOMO and LUMO (spin up / spin down): 6.211 / 6.088 eV
- HOMO level (spin up / spin down): -8.907 / -8.985 eV

***

The following is a DFT calculation (ωB97M-V/def2-TZVPD) of a cluster of 4 separate species, C20H27B4NO4 in total.

ORCA input file:
```
! wB97M-V def2-TZVPD RIJCOSX def2/J DEFGRID3
* xyz 0 1
C -1.585 -2.948 -0.134
C -2.058 -1.680 0.575
B -3.540 -1.285 0.294
O -4.095 -0.257 1.043
B -5.007 0.459 0.293
O -6.014 -0.243 -0.307
B -5.683 -1.581 -0.475
B -6.925 -2.736 -0.378
N -7.269 -3.249 0.954
O -7.644 -3.206 -1.457
O -4.340 -1.911 -0.635
H -0.516 -3.046 0.019
H -2.025 -3.838 0.303
H -1.813 -2.962 -1.193
H -2.019 -1.860 1.648
H -1.396 -0.847 0.358
H -4.839 1.625 0.160
H -6.907 -2.612 1.659
H -6.753 -4.118 1.083
H -7.052 -3.644 -2.095
C -2.144 3.157 1.153
C -0.801 3.444 1.352
C -0.371 4.762 1.395
C -1.286 5.795 1.247
C -2.630 5.509 1.051
C -3.058 4.190 1.001
H -2.479 2.128 1.118
H -0.088 2.638 1.473
H 0.677 4.986 1.545
H -0.952 6.824 1.284
H -3.343 6.314 0.937
H -4.106 3.967 0.845
C 3.121 -1.959 -1.154
C 1.872 -1.549 -1.598
C 1.530 -1.688 -2.936
C 2.436 -2.244 -3.828
C 3.684 -2.656 -3.384
C 4.028 -2.511 -2.048
H 3.387 -1.847 -0.111
H 1.164 -1.120 -0.900
H 0.558 -1.363 -3.283
H 2.168 -2.355 -4.871
H 4.389 -3.091 -4.080
H 5.004 -2.828 -1.702
C 5.538 0.379 0.088
C 6.684 -0.228 0.582
C 7.374 0.347 1.640
C 6.914 1.526 2.209
C 5.767 2.132 1.717
C 5.081 1.561 0.655
H 5.003 -0.065 -0.739
H 7.041 -1.150 0.141
H 8.271 -0.124 2.021
H 7.450 1.973 3.036
H 5.408 3.051 2.162
H 4.188 2.035 0.268
*
```

## Properties
- SMILES: CCB1OBOB(B(N)O)O1.c1ccccc1.c1ccccc1.c1ccccc1
- Gap between HOMO and LUMO: 9.658 eV
- HOMO level: -9.407 eV

***

The following is a DFT calculation (ωB97M-V/def2-TZVPD) of a structure of composition C20H27BF4N3O7PS3W.

ORCA input file:
```
! wB97M-V def2-TZVPD RIJCOSX def2/J DEFGRID3
* xyz 0 1
W -0.442 -0.961 0.399
N -3.126 0.876 3.333
C -3.280 -0.248 4.195
C -4.524 -0.594 4.687
C -4.636 -1.711 5.505
C -3.521 -2.482 5.793
C -2.281 -2.138 5.272
C -2.152 -0.998 4.494
S -0.598 -0.425 3.909
N -1.129 0.137 2.376
C -2.222 0.810 2.330
C -2.427 1.607 1.085
C -3.418 2.554 0.947
C -3.483 3.267 -0.246
C -2.559 3.003 -1.227
C -1.591 2.028 -1.005
N -1.526 1.346 0.127
H -3.979 1.371 3.131
H -5.400 -0.010 4.433
H -5.603 -1.986 5.905
H -3.615 -3.360 6.417
H -1.408 -2.746 5.472
H -4.133 2.761 1.730
H -4.255 4.012 -0.387
H -2.562 3.532 -2.170
H -0.861 1.783 -1.758
F 1.069 -0.340 1.484
B 2.758 -1.771 2.127
F 2.274 -2.841 1.533
F 3.721 -1.063 1.549
F 2.524 -1.563 3.414
O -0.577 -2.452 1.800
S -1.063 -3.612 0.772
O -0.341 -4.825 1.054
O -0.367 -2.810 -0.437
S -2.635 -1.238 0.178
C 3.779 1.397 -1.069
C 2.472 2.170 -0.989
C 2.351 3.190 -2.108
C 2.299 2.807 0.382
O 1.332 1.264 -1.124
P 1.184 -0.173 -1.724
O 1.737 -1.236 -0.833
O -0.357 -0.430 -1.653
O 1.733 -0.075 -3.180
C 1.852 -1.231 -4.107
C 0.538 -1.988 -4.146
C 2.998 -2.103 -3.624
C 2.166 -0.583 -5.441
H 4.596 2.044 -0.749
H 3.987 1.064 -2.087
H 3.751 0.530 -0.408
H 3.196 3.879 -2.076
H 1.432 3.769 -2.005
H 2.347 2.691 -3.078
H 2.834 3.756 0.425
H 2.675 2.151 1.167
H 1.243 2.996 0.577
H 0.325 -2.486 -3.198
H 0.600 -2.749 -4.926
H -0.292 -1.319 -4.376
H 2.802 -2.495 -2.627
H 3.927 -1.534 -3.601
H 3.121 -2.942 -4.311
H 1.341 0.050 -5.769
H 2.330 -1.358 -6.190
H 3.067 0.026 -5.371
*
```

## Properties
- ΔE to the lowest compared entry with this formula, charge and spin: 1.839 eV
- Gap between HOMO and LUMO (spin up / spin down): 6.875 / 6.876 eV
- HOMO level (spin up / spin down): -8.064 / -8.064 eV

***

The following is a DFT calculation (ωB97M-V/def2-TZVPD) of a structure of composition C20H27CaN2O3PS.

ORCA input file:
```
! wB97M-V def2-TZVPD RIJCOSX def2/J DEFGRID3
* xyz 0 1
C -2.076 -0.842 -4.467
C -0.739 -0.506 -4.266
C -0.277 -0.149 -2.978
C -1.180 -0.085 -1.916
C -2.507 -0.450 -2.105
C -2.955 -0.849 -3.383
C 1.225 0.080 -2.815
C 1.727 1.517 -2.536
N 0.855 2.265 -1.593
Ca -0.170 0.835 0.096
C -3.499 -0.444 -0.959
P -3.023 0.794 0.327
H -0.023 -0.534 -5.094
H -3.994 -1.158 -3.512
H -2.420 -1.114 -5.466
H -3.519 -1.421 -0.452
H -4.520 -0.212 -1.292
H 1.643 -0.581 -2.028
H 1.727 -0.217 -3.749
H 2.733 1.474 -2.086
C -4.235 0.505 1.658
C -3.745 2.276 -0.486
H 1.819 2.096 -3.475
C -0.163 3.079 -2.286
C 1.640 3.106 -0.670
H -0.286 -1.184 2.954
H 0.302 3.924 -2.827
H -0.721 2.458 -2.995
H -0.877 3.482 -1.550
H 2.145 3.939 -1.193
H 0.985 3.529 0.111
H 2.409 2.487 -0.180
H -4.842 2.169 -0.559
H -3.490 3.160 0.123
H -3.319 2.409 -1.494
H -5.274 0.535 1.300
H -4.039 -0.469 2.129
H -4.092 1.281 2.424
H 0.518 0.109 3.421
O 0.016 -2.821 4.829
S 1.103 -1.874 4.853
O 1.161 -0.725 5.721
N 0.659 -0.897 3.238
C 1.614 -1.084 2.201
O 1.365 -0.612 1.057
C 2.714 -1.856 2.662
C 3.869 -2.199 1.916
C 4.803 -3.062 2.492
C 4.602 -3.606 3.779
C 3.474 -3.240 4.522
C 2.560 -2.352 3.969
H 3.968 -1.802 0.903
H 5.716 -3.326 1.945
H 5.344 -4.268 4.239
H 3.292 -3.570 5.543
*
```

## Properties
- ΔE to the lowest compared entry with this formula, charge and spin: 0.000 eV
- Gap between HOMO and LUMO (spin up / spin down): 3.822 / 3.822 eV
- HOMO level (spin up / spin down): -4.418 / -4.418 eV

***

The following is a DFT calculation (ωB97M-V/def2-TZVPD) of a cluster of 3 separate species, C20H27ClF6NO7 in total.

ORCA input file:
```
! wB97M-V def2-TZVPD RIJCOSX def2/J DEFGRID3
* xyz 1 1
C 1.695 -2.905 1.781
C 2.439 -2.742 0.461
O 2.340 -1.403 -0.089
N 1.058 -0.968 -0.296
C 0.878 0.324 -0.023
C -0.360 0.882 -0.252
Cl -0.615 2.528 0.087
C -1.387 0.091 -0.756
C -1.159 -1.252 -1.028
C -2.240 -2.169 -1.531
C -2.871 -2.917 -0.351
O -3.908 -3.771 -0.764
C -5.142 -3.264 -1.095
O -5.811 -3.876 -1.877
C -5.616 -2.014 -0.389
C -5.739 -2.162 1.139
C 0.101 -1.763 -0.788
H 2.363 -3.318 2.534
H 1.302 -1.957 2.144
H 0.861 -3.602 1.688
H 2.141 -3.471 -0.293
H 3.513 -2.850 0.582
H 1.720 0.872 0.374
H -2.357 0.538 -0.933
H -2.986 -1.593 -2.078
H -1.806 -2.891 -2.224
H -3.180 -2.216 0.426
H -2.113 -3.566 0.092
H -4.993 -1.155 -0.652
H -6.594 -1.823 -0.823
H -5.811 -3.205 1.436
H -4.887 -1.729 1.664
H -6.616 -1.625 1.492
H 0.343 -2.791 -0.999
C 1.520 2.373 -2.986
C 1.572 1.236 -3.984
O 0.803 1.537 -5.159
C 1.417 2.295 -6.066
O 2.521 2.737 -5.995
C 0.491 2.499 -7.285
F -0.751 2.796 -6.893
F 0.450 1.369 -7.998
F 0.948 3.476 -8.047
H 0.486 2.627 -2.748
H 2.038 2.089 -2.069
H 2.002 3.266 -3.381
H 1.109 0.334 -3.582
H 2.596 0.997 -4.268
C 4.151 1.991 6.604
C 3.362 3.199 6.154
O 2.897 3.040 4.787
C 1.801 2.333 4.623
O 1.128 1.791 5.444
C 1.427 2.317 3.125
F 2.491 2.046 2.348
F 0.928 3.492 2.746
F 0.513 1.371 2.885
H 4.982 1.803 5.924
H 4.551 2.169 7.600
H 3.523 1.102 6.640
H 3.980 4.092 6.126
H 2.504 3.388 6.796
*
```

## Properties
- Gap between HOMO and LUMO: 8.284 eV
- HOMO level: -12.780 eV

***

| no. | energy (a.u.) | strongest force on any atom (eV/Å) |
| --- | --- | --- |
| 1 | -1474.8669 | 1.2 |
| 2 | -1550.1092 | 1.3 |
| 3 | -7815.6963 | 0.6 |
| 4 | -6168.3542 | 1.9 |
| 5 | -1233.7442 | 1.4 |
| 6 | -3496.9960 | 4.5 |
| 7 | -2530.5528 | 5.5 |
| 8 | -2418.8564 | 0.6 |